No. 1
This record from the OMol25 dataset describes a 2-piece molecular cluster, CH3BrO overall. The level of theory is the ωB97M-V functional and the def2-TZVPD basis.

Computed properties:
Relative energy (zero: lowest compared OMol25 entry of this formula, charge and spin) (kcal/mol): 78.2
2S+1: 1
HOMO-LUMO gap (alpha / beta) (eV): 8.6 / 8.6
LUMO (alpha / beta) (eV): -1.23 / -1.23

Geometry as XYZ:
```
6
CH3BrO, DFT the ωB97M-V functional and the def2-TZVPD basis
C -0.70 -0.16 0.05
O 1.19 1.12 0.10
Br -0.10 -1.76 -0.58
H -1.22 -0.17 0.94
H -1.09 0.52 -0.72
H 1.92 0.46 0.19
```

=====

No. 2
This record from the OMol25 dataset describes C20H28N2PmSi as an isolated structure. The level of theory is the ωB97M-V functional and the def2-TZVPD basis.

Computed properties:
Relative energy (zero: lowest compared OMol25 entry of this formula, charge and spin) (kcal/mol): 0.0
2S+1: 5
Net charge: +1
<S²>: 6.010
HOMO-LUMO gap (alpha / beta) (eV): 7.2 / 7.3
LUMO (alpha / beta) (eV): -3.42 / -3.33

Geometry as XYZ:
```
52
C20H28N2PmSi, DFT the ωB97M-V functional and the def2-TZVPD basis
C 0.79 2.44 1.64
C -0.25 2.28 0.68
C -1.40 1.76 1.36
H -0.21 2.56 -0.36
C -1.07 1.59 2.73
C 0.28 2.03 2.91
H 0.79 2.16 3.87
H 1.78 2.85 1.45
H -2.37 1.58 0.90
H -1.76 1.29 3.53
Pm 0.38 -0.15 1.38
C -1.49 -2.43 -2.26
H -2.24 -2.77 -1.55
H -0.78 -3.24 -2.48
H -1.97 -2.19 -3.22
Si -0.46 -1.06 -1.52
C 1.27 -0.71 -2.12
C 1.89 0.51 -1.82
H 1.29 1.34 -1.41
C 3.27 0.66 -1.99
H 3.74 1.64 -1.83
C 4.03 -0.45 -2.39
H 5.10 -0.33 -2.59
C 3.44 -1.71 -2.54
H 4.05 -2.59 -2.79
C 2.07 -1.84 -2.37
H 1.61 -2.83 -2.34
C -1.49 0.43 -2.29
C -1.00 1.32 -3.26
H -0.04 1.12 -3.75
C -1.72 2.48 -3.61
H -1.29 3.18 -4.34
C -2.95 2.77 -3.03
H -3.50 3.68 -3.29
C -3.47 1.88 -2.08
H -4.42 2.09 -1.59
C -2.75 0.72 -1.75
H -3.19 0.04 -1.02
H -1.11 -0.52 -0.19
H 0.38 -1.66 -0.30
N -0.83 -1.80 2.76
C -0.35 -1.99 4.20
C 1.16 -1.89 4.24
N 1.62 -0.64 3.52
H -1.84 -1.63 2.74
H -0.71 -2.69 2.24
H -0.82 -1.20 4.80
H -0.69 -2.97 4.57
H 1.50 -1.87 5.29
H 1.63 -2.75 3.75
H 1.48 0.17 4.13
H 2.63 -0.67 3.39
```

=====

No. 3
This record from the OMol25 dataset describes a 2-piece molecular cluster, C5H8IN2 overall. The level of theory is the ωB97M-V functional and the def2-TZVPD basis.

Computed properties:
Relative energy (zero: lowest compared OMol25 entry of this formula, charge and spin) (kcal/mol): 98.4
2S+1: 1
Net charge: +1
HOMO-LUMO gap (eV): 8.6
LUMO (eV): -4.50

Geometry as XYZ:
```
16
C5H8IN2, DFT the ωB97M-V functional and the def2-TZVPD basis
C 0.34 0.36 0.06
C -1.36 -3.01 0.05
C -1.82 -1.91 -0.50
C 1.13 2.45 -0.74
C 2.39 0.88 0.83
N -0.48 -0.46 -0.20
N 1.16 1.29 0.13
I 3.48 -0.72 -0.05
H -1.75 -4.09 0.07
H -0.40 -2.94 0.60
H -2.60 -1.25 -0.96
H 1.90 2.21 -1.60
H 0.13 2.65 -1.11
H 1.32 3.28 -0.16
H 2.94 1.77 0.93
H 2.08 0.57 1.88
```